The following is a DFT calculation (wB97M-V/def2-TZVPD) of 6 unconnected molecules or ions with the total composition C12H24Cl12 in a non-equilibrium geometry.

Its total charge is -1. Its expectation value of S² is 0.751. The multiplicity is 2. The value obtained for the orbital gap (alpha / beta) is 1.93 / 10.43 eV.

CARTESIAN COORDINATES (ANGSTROEM)
Cl (1.52323, -0.73906, -1.52955)
C (0.12467, 0.17780, -0.86277)
C (0.57406, 0.64644, 0.52191)
Cl (2.05641, 1.61545, 0.62647)
H (-0.63504, -0.60368, -0.84784)
H (0.04170, 0.99079, -1.58407)
H (0.81537, -0.20670, 1.15597)
H (-0.28648, 1.18511, 0.91864)
Cl (2.64194, -2.78111, 2.76240)
C (2.08749, -3.83789, 1.41510)
C (0.59711, -3.99581, 1.52760)
Cl (-0.55271, -2.67340, 1.02768)
H (2.56179, -4.81264, 1.52911)
H (2.38019, -3.43419, 0.44584)
H (0.29590, -4.19718, 2.55562)
H (0.19664, -4.92281, 1.11724)
Cl (-4.08834, -1.62625, 4.30242)
C (-2.60082, -0.66947, 4.43643)
C (-2.49516, 0.15896, 3.15018)
Cl (-1.04097, 1.16720, 3.32078)
H (-1.79757, -1.39809, 4.54596)
H (-2.68815, 0.02022, 5.27596)
H (-3.36853, 0.70561, 2.79451)
H (-2.30675, -0.58392, 2.37511)
Cl (-0.38822, 4.27974, -1.54016)
C (0.59102, 4.86722, -0.21723)
C (1.75027, 5.69081, -0.81601)
Cl (1.08782, 6.99816, -1.86745)
H (0.97615, 4.05152, 0.39465)
H (0.03762, 5.59644, 0.37445)
H (2.41204, 5.09948, -1.44885)
H (2.28871, 6.08278, 0.04685)
Cl (4.43956, -5.07396, -3.26856)
C (3.54943, -3.75248, -2.62400)
C (4.37183, -2.42068, -2.70293)
Cl (5.55570, -2.21878, -1.46302)
H (3.19976, -3.94742, -1.61018)
H (2.63862, -3.59450, -3.20157)
H (3.70732, -1.56760, -2.56581)
H (4.79855, -2.27214, -3.69487)
Cl (-2.71175, 1.97705, -0.61653)
C (-3.79771, 0.90867, -1.67981)
C (-4.93465, 1.86628, -2.24697)
Cl (-6.21081, 2.30951, -0.99754)
H (-4.22171, 0.08679, -1.10289)
H (-3.13631, 0.59307, -2.48669)
H (-5.48719, 1.42060, -3.07411)
H (-4.55225, 2.83411, -2.57130)

The following is a DFT calculation (wB97M-V/def2-TZVPD) of 2 unconnected molecules or ions with the total composition C6H17NO in a non-equilibrium geometry.

Its total charge is 0. The multiplicity is 1. The value obtained for the orbital gap is 10.05 eV.

CARTESIAN COORDINATES (ANGSTROEM)
C (0.17766, -1.49111, -1.66386)
C (0.67703, -0.10187, -1.74760)
N (-0.33063, 0.89090, -1.25368)
C (-0.18603, 1.19072, 0.19369)
C (-0.37604, 2.67295, 0.51764)
C (-1.27908, 0.40852, 0.99003)
C (-0.67334, -0.46979, 2.06747)
H (-0.30273, -1.81746, -0.72146)
H (0.90501, -2.27695, -1.77412)
H (-0.47651, -1.65491, -2.53543)
H (0.84374, 0.28014, -2.78081)
H (1.62632, -0.00560, -1.17906)
H (-0.24441, 1.76020, -1.76340)
H (0.80459, 0.75166, 0.53194)
H (-1.35588, 2.95299, 0.11810)
H (-0.41056, 2.81474, 1.57783)
H (0.29984, 3.39171, -0.02376)
H (-2.09076, 0.95831, 1.47052)
H (-1.87925, -0.14556, 0.26910)
H (-0.38011, 0.01352, 2.98643)
H (-1.41243, -1.20879, 2.36719)
H (0.18679, -1.07805, 1.74878)
O (2.19942, -2.88664, 0.38965)
H (1.43909, -2.40276, 0.72334)
H (2.23825, -2.54688, -0.50855)

The following is a DFT calculation (wB97M-V/def2-TZVPD) of 2 unconnected molecules or ions with the total composition C4H11N3O2 in a non-equilibrium geometry.

Its total charge is 0. The multiplicity is 1. The value obtained for the orbital gap is 9.77 eV.

CARTESIAN COORDINATES (ANGSTROEM)
H (-1.14981, 0.50764, -2.28407)
N (-0.84207, 0.58483, -1.32504)
C (0.23434, 1.18892, -1.10137)
N (0.52363, 1.58469, 0.20432)
N (1.18679, 1.67707, -2.02591)
C (1.90442, 0.62736, -2.77467)
H (-0.14911, 1.30424, 0.91217)
H (1.42141, 1.55992, 0.67261)
H (1.87426, 2.33030, -1.69536)
H (1.77531, -0.32985, -2.24637)
H (2.96841, 0.90459, -2.80440)
H (1.58175, 0.31570, -3.77162)
C (-0.02160, -2.11363, 0.92523)
C (-0.86594, -1.48222, 1.99561)
O (-1.97788, -1.86488, 2.27716)
O (-0.60121, -0.16217, 2.12112)
H (0.66769, -2.88595, 1.36585)
H (0.68136, -1.43890, 0.40846)
H (-0.67740, -2.70561, 0.29358)
H (-1.25812, 0.53205, 2.02253)

The following is a DFT calculation (wB97M-V/def2-TZVPD) of a molecular structure, C20H16N3NaS4.

Its total charge is 0. The multiplicity is 1. The value obtained for the orbital gap is 6.71 eV.

CARTESIAN COORDINATES (ANGSTROEM)
Na (-0.19458, 0.09474, 0.79724)
S (1.48847, -0.30285, 7.67985)
C (0.90385, -0.16463, 6.13738)
S (-0.71385, -0.64465, 5.69076)
C (-0.46301, -0.08113, 4.05424)
N (0.72179, 0.40428, 3.86327)
N (1.48921, 0.34024, 5.02204)
C (2.80912, 0.87379, 4.90972)
C (3.87420, 0.32991, 5.61746)
C (5.14122, 0.87237, 5.46165)
C (5.35321, 1.94454, 4.60767)
C (4.28715, 2.47452, 3.89671)
C (3.01481, 1.94287, 4.04207)
S (-1.68101, -0.19066, 2.85708)
H (3.70924, -0.50408, 6.28041)
H (5.96884, 0.44728, 6.01461)
H (6.34517, 2.36366, 4.49494)
H (4.44200, 3.31212, 3.22805)
H (2.17650, 2.34432, 3.49326)
N (-0.24640, -0.25746, -1.50893)
S (1.10389, -0.33571, -2.36846)
C (1.91577, 1.18492, -1.90858)
C (3.27458, 1.29216, -2.15970)
C (3.93581, 2.46282, -1.81613)
C (3.23845, 3.50512, -1.22292)
C (1.87591, 3.38560, -0.97741)
C (1.20463, 2.22298, -1.32316)
C (0.70167, 0.04832, -4.08046)
C (1.36637, -0.64639, -5.07746)
C (1.06236, -0.37561, -6.40582)
C (0.09832, 0.57285, -6.71317)
C (-0.57130, 1.25239, -5.69903)
C (-0.27193, 0.98977, -4.37408)
H (-0.65994, -1.18764, -1.58568)
H (3.81342, 0.46663, -2.60990)
H (4.99763, 2.55427, -2.00267)
H (3.75810, 4.41301, -0.94606)
H (1.33268, 4.20043, -0.51745)
H (0.13927, 2.11988, -1.16143)
H (2.10848, -1.39419, -4.82097)
H (1.57174, -0.91149, -7.19612)
H (-0.14207, 0.78025, -7.74769)
H (-1.32977, 1.98359, -5.94645)
H (-0.79679, 1.48577, -3.56589)

Taking the records one at a time from the top gives relative energy (zero: lowest compared OMol25 entry of this formula, charge and spin) values of 6.2; 110.6; 206.1; 0.0 kJ/mol.